Entry 1:
Molecular formula: C28H47BBrO17
Method: DFT, ωB97M-V/def2-TZVPD

```
94
Properties=species:S:1:pos:R:3
C 6.44843 -3.02587 4.81630
C 6.30410 -1.70563 4.81262
C 6.08526 -0.18614 4.26478
C 4.58851 0.37587 4.62217
O 4.49893 0.95738 5.77354
O 3.46330 0.29293 3.73410
C 2.67071 -0.91609 3.94601
C 2.15581 -1.14209 5.46505
C 1.10901 0.07889 5.79314
O 1.48688 1.30194 5.78684
Br -0.82200 -0.35221 6.21053
B 1.29801 -0.71551 3.02853
O 0.91496 0.53369 2.41960
O 0.47925 -1.92735 2.83832
C 3.35516 -2.28192 3.40868
O 4.00805 -2.21700 2.28024
O 3.22570 -3.51716 4.11351
H 6.45033 -4.17894 4.68034
H 6.34894 -0.06591 3.15320
H 6.83754 0.46039 4.87931
H 1.56188 -2.12790 5.48966
H 3.00456 -1.21504 6.23649
H 0.05260 0.43789 1.93910
H 0.25155 -2.22398 3.75660
O 5.40344 -3.17768 -4.14783
C 4.56758 -3.39166 -3.29093
O 3.89986 -2.36794 -2.72781
C 2.77440 -2.52044 -1.84366
C 3.22961 -2.74366 -0.41598
C 4.33146 -4.78318 -2.77870
H 2.09979 -3.30434 -2.19968
H 2.21292 -1.58336 -1.89826
H 3.81021 -3.66352 -0.31701
H 2.37157 -2.80309 0.25774
H 3.87694 -1.92600 -0.08908
H 5.08415 -5.02061 -2.02502
H 4.42618 -5.48020 -3.61603
H 3.33675 -4.93887 -2.36384
O 0.72069 2.58479 0.86429
C 1.57981 3.43901 0.89003
O 1.73721 4.27484 -0.15991
C 2.59661 5.42506 -0.15848
C 4.01917 5.04046 -0.51008
C 2.54149 3.52360 2.03957
H 2.52713 5.96570 0.78915
H 2.20750 6.09946 -0.92666
H 4.44377 4.35219 0.22415
H 4.65662 5.92693 -0.56189
H 4.04830 4.52855 -1.47640
H 3.34358 2.79840 1.89051
H 2.00255 3.28107 2.95956
H 2.96731 4.51529 2.18823
O -2.06095 -3.29393 1.78466
C -2.10691 -2.51741 0.84994
O -2.62990 -1.28580 1.01665
C -2.56886 -0.23981 0.03389
C -3.70055 -0.36702 -0.96358
C -1.67291 -2.94420 -0.52288
H -1.58591 -0.20667 -0.44409
H -2.67657 0.70182 0.58081
H -3.64148 -1.30416 -1.52287
H -3.68209 0.46171 -1.67507
H -4.66548 -0.36748 -0.44836
H -2.48796 -3.48704 -1.00501
H -0.80830 -3.60598 -0.42084
H -1.35300 -2.12199 -1.16165
O -3.48439 -3.45787 -3.60425
C -3.52944 -2.68337 -4.53873
O -4.05131 -1.45116 -4.37446
C -3.98928 -0.40462 -5.35622
C -5.12095 -0.52998 -6.35563
C -3.09486 -3.11140 -5.91093
H -3.00608 -0.37158 -5.83312
H -4.09745 0.53589 -4.80873
H -5.06226 -1.46600 -6.91612
H -5.10121 0.30013 -7.06634
H -6.08618 -0.53027 -5.84087
H -3.91026 -3.65386 -6.39272
H -2.23116 -3.77398 -5.80864
H -2.77422 -2.28973 -6.54983
O -4.76510 1.88222 -2.02206
C -4.86833 2.73894 -1.16688
O -5.50720 2.46613 -0.01257
C -5.53036 3.33898 1.12868
C -6.63032 4.37269 0.99935
C -4.37417 4.13516 -1.41354
H -4.54797 3.78647 1.30038
H -5.73491 2.70465 1.99544
H -6.47496 5.02077 0.13361
H -6.67889 4.99772 1.89452
H -7.59871 3.88383 0.85795
H -5.12694 4.68761 -1.97878
H -3.45299 4.07700 -1.99971
H -4.12333 4.68250 -0.50606
```

* maximum force: 7.2 eV Å⁻¹
* frontier orbital gap: 0.2493 hartree
* LUMO: 1.82 eV
* HOMO: -4.97 eV
* charge: -1
* electronic energy: -4973.0021 Ha

***

Entry 2:
Molecular formula: C28H47BrCrN2OP2
Method: DFT, ωB97M-V/def2-TZVPD

```
82
Properties=species:S:1:pos:R:3
N 5.00552 1.39082 -5.12196
C 5.19172 1.63024 -3.82559
C 4.20731 1.33584 -2.86997
C 3.00280 0.69447 -3.28134
C 2.81788 0.50547 -4.67223
C 3.87349 0.84314 -5.54212
C 2.20630 0.02278 -2.23694
Cr 0.32833 -0.12947 -1.29358
P -1.54043 -2.29062 -0.12381
C 1.42578 -1.17590 -2.62039
C 1.91000 -2.47882 -2.12037
C 1.45145 -3.67168 -2.74308
C 1.82714 -4.90962 -2.23780
C 2.73353 -4.98457 -1.16156
C 3.22611 -3.81370 -0.58907
C 2.83808 -2.55888 -1.05488
Br 3.22632 -6.59389 -0.50286
H 2.83888 -0.02622 -1.31626
H 0.98923 -1.22775 -3.61220
H 4.44091 1.50901 -1.81820
H 1.95563 -0.00222 -5.09997
H 6.15335 2.05556 -3.52769
H 3.79312 0.64287 -6.61522
H 0.78234 -3.61499 -3.60488
H 3.22978 -1.65677 -0.56146
H 1.46417 -5.82566 -2.69141
H 3.94998 -3.89800 0.20123
P -1.40958 1.17004 -2.32867
C -0.72841 -3.69631 0.75160
C -1.49767 -5.00366 0.96635
H -0.43454 -3.30944 1.73397
H 0.18708 -3.90376 0.19076
H -0.85194 -5.72645 1.48664
H -2.38539 -4.84628 1.59207
H -1.81915 -5.49544 0.04079
C -1.53937 -2.75105 -1.88315
C -2.70501 -3.69190 -2.28053
H -0.56988 -3.22361 -2.09030
H -1.56020 -1.84139 -2.51099
H -2.74283 -3.80386 -3.37754
H -2.58027 -4.68864 -1.82837
H -3.67828 -3.28168 -1.96800
C -1.25989 -0.88842 0.98177
C -2.25529 -0.84410 2.15805
H -1.28556 0.05128 0.38123
H -0.22667 -1.00373 1.35392
H -2.39549 0.17863 2.52950
H -3.23494 -1.23443 1.85798
H -1.89426 -1.44673 3.00060
C -2.40188 1.91192 -0.96389
C -3.22464 3.14755 -1.32325
H -1.69837 2.14046 -0.14443
H -3.07266 1.11538 -0.60102
H -2.58933 3.98161 -1.64261
H -3.94496 2.95539 -2.12849
H -3.80299 3.47880 -0.44862
C -2.58590 0.26981 -3.41336
C -1.91718 -0.39310 -4.61404
H -3.33008 1.01063 -3.74977
H -3.10247 -0.46792 -2.77872
H -1.48216 0.34555 -5.29313
H -1.11263 -1.08404 -4.34009
H -2.65963 -0.96437 -5.17872
C -0.84349 2.54741 -3.37139
C 0.40977 3.21882 -2.85158
H -1.66414 3.27114 -3.43919
H -0.69053 2.13401 -4.37767
H 1.26629 2.54065 -2.92456
H 0.60935 4.12075 -3.43807
H 0.32252 3.53585 -1.80827
C 0.13415 1.40267 2.78583
N 1.16436 2.20906 2.14599
C 1.74190 3.36085 2.82673
C 1.42575 1.96543 0.85918
O 0.74765 1.11586 0.21793
H 0.04372 1.73306 3.81529
H 0.40835 0.34345 2.75002
H -0.82995 1.49962 2.27764
H 2.79984 3.43183 2.55305
H 1.25119 4.29470 2.53461
H 1.61242 3.21360 3.89248
H 2.26188 2.55073 0.41622
```

* maximum force: 3.1 eV Å⁻¹
* frontier orbital gap (spin up / spin down): 0.2350 / 0.1454 hartree
* LUMO (spin up / spin down): -6.33 / -8.47 eV
* HOMO (spin up / spin down): -12.73 / -12.42 eV
* charge: +2
* ΔE to the lowest compared entry with this formula, charge and spin: 20.2 kcal/mol
* multiplicity: 5
* electronic energy: -5580.3856 Ha

***

Entry 3:
Molecular formula: C28H47BrMoNO3P3
Method: DFT, ωB97M-V/def2-TZVPD

```
84
Properties=species:S:1:pos:R:3
C 1.71338 3.53015 -0.62675
C 0.79407 2.73606 -1.35025
C 0.81213 2.80095 -2.76643
C 1.82797 3.55663 -3.37341
N 2.74060 4.21440 -2.66398
C 2.66956 4.26584 -1.33871
C -0.03931 1.83391 -0.62310
C -1.20936 1.54989 -0.01953
C -2.55369 1.88920 0.32225
C -3.37152 0.92405 0.93969
C -4.68612 1.24876 1.27209
C -5.15306 2.54909 1.02130
C -4.32619 3.51831 0.41962
C -3.03113 3.17835 0.05309
Mo 0.01594 -0.09626 0.06276
P 2.19997 -0.49521 -0.68587
H 0.04772 2.30098 -3.35535
H 1.65462 3.56516 0.45588
H 1.89057 3.59299 -4.46816
H 3.39090 4.87808 -0.78439
H -2.36317 3.89282 -0.42454
H -2.95001 -0.05999 1.16951
H -4.69663 4.52630 0.25092
H -5.32580 0.50486 1.73822
C 2.71046 -2.20011 -0.28406
C 3.87192 -2.77784 -1.07850
H 1.82995 -2.84586 -0.39422
H 2.92816 -2.20052 0.79084
H 4.07643 -3.80757 -0.76492
H 3.67343 -2.81747 -2.15124
H 4.80319 -2.22687 -0.92464
C 2.42800 -0.26343 -2.48118
C 3.83149 0.14193 -2.89888
H 1.71295 0.49754 -2.80656
H 2.11943 -1.18909 -2.97648
H 3.90286 0.27024 -3.98336
H 4.13014 1.09658 -2.45900
H 4.58134 -0.60827 -2.63282
C 3.37640 0.62203 0.17213
C 4.81109 0.12134 0.29976
H 2.99204 0.84931 1.17448
H 3.33490 1.57597 -0.36318
H 5.42780 0.85202 0.83435
H 4.87626 -0.81271 0.86532
H 5.29527 -0.03222 -0.66835
Br -6.91202 2.99388 1.51076
P -1.39232 -1.42013 -1.42600
C -0.42252 -2.44653 -2.60113
C -1.14404 -3.65311 -3.18982
H 0.48960 -2.77099 -2.07751
H -0.08298 -1.75899 -3.38892
H -0.46032 -4.19168 -3.85688
H -1.45640 -4.35747 -2.41084
H -2.01592 -3.37654 -3.79737
C -2.48122 -2.56600 -0.49796
C -3.78158 -2.98803 -1.17638
H -2.70110 -2.09005 0.46908
H -1.85141 -3.43566 -0.25891
H -4.33184 -3.65627 -0.50380
H -4.43447 -2.13147 -1.38339
H -3.61864 -3.54746 -2.10675
C -2.50292 -0.34741 -2.43860
C -3.01061 -0.91268 -3.76652
H -1.95901 0.59419 -2.61243
H -3.33712 -0.07717 -1.77517
H -3.62973 -0.15365 -4.26451
H -2.18734 -1.15568 -4.45167
H -3.65227 -1.79748 -3.63835
C 1.48662 -2.46073 3.04235
O 1.85670 -1.09074 2.71388
P 0.64644 -0.00916 2.37922
O -0.37814 -0.43971 3.50135
C -1.27468 -0.26580 4.59606
O 1.38226 1.38606 2.88773
C 0.54632 2.55890 3.02705
H 2.39445 -3.04098 2.82126
H 0.63262 -2.87465 2.45760
H 1.22926 -2.57708 4.11003
H -2.29814 -0.58061 4.30923
H -0.96481 -0.94845 5.38500
H -1.29325 0.75697 4.98033
H 0.14588 2.62216 4.05729
H -0.30834 2.57701 2.32040
H 1.13560 3.46116 2.80015
```

* maximum force: 6.6 eV Å⁻¹
* frontier orbital gap (spin up / spin down): 0.2039 / 0.1316 hartree
* LUMO (spin up / spin down): -13.75 / -15.72 eV
* HOMO (spin up / spin down): -19.30 / -19.30 eV
* charge: +4
* multiplicity: 3
* electronic energy: -5040.2430 Ha